Molecular formula: C20H20N4
Method: DFT, ωB97M-V/def2-TZVPD

Results
Max |F| in eV/A: 3.008
Electronic energy in a.u.: -993.07299
Gap between HOMO and LUMO in eV: 10.054
E_HOMO in eV: -9.41
2S+1: 1
SMILES: c1ccncc1.c1ccncc1.c1ccncc1.c1ccncc1
Energy above the lowest of the compared OMol25 structures with the same formula, charge and spin in kcal per mole: 72.0

Each line ends with the natural charge from an NBO analysis.
CARTESIAN COORDINATES (ANGSTROEM)
1 N 3.94122 -0.91299 3.18614  -0.4105
2 N 0.52684 0.55971 -0.04005  -0.4293
3 N -4.36017 4.11909 -1.42764  -0.4270
4 N -4.31050 -2.42692 -0.96976  -0.4192
5 C -3.44396 2.08945 0.15480  -0.1753
6 C -2.82791 -1.80673 -2.73453  -0.2706
7 C 3.34947 -2.04757 2.94437  0.0408
8 C 3.07920 1.59243 -0.29017  -0.1687
9 C -3.96553 1.75830 -1.06953  -0.2570
10 C -3.23107 -2.45083 -0.16891  0.0235
11 C -4.42107 2.84280 -1.89681  0.0368
12 C -4.08767 -2.09713 -2.22073  0.0284
13 C 5.04473 -2.70296 1.30990  -0.1888
14 C 0.75268 1.85528 -0.36859  0.0385
15 C 1.61765 -0.23354 0.14032  0.0134
16 C -3.35018 3.38945 0.59222  -0.2675
17 C -1.75590 -1.75469 -1.84574  -0.1565
18 C 3.85170 -2.97187 1.96609  -0.2578
19 C 5.68344 -1.54835 1.71151  -0.2599
20 C -1.94343 -2.15808 -0.53890  -0.2597
21 C 5.11809 -0.68748 2.62591  0.0279
22 C -3.72733 4.39234 -0.25161  0.0267
23 C 2.02370 2.38460 -0.53399  -0.2681
24 C 2.90975 0.23831 0.02216  -0.2467
25 H -3.53036 5.41987 0.01407  0.1950
26 H -0.17886 2.41773 -0.36447  0.2059
27 H 1.47842 -1.26059 0.44940  0.1903
28 H -1.13296 -2.18326 0.17464  0.2258
29 H -4.92386 2.60709 -2.85807  0.1996
30 H -2.97573 3.57024 1.57047  0.2168
31 H -4.96415 -2.15586 -2.89608  0.1923
32 H -3.50150 -2.86312 0.80925  0.1933
33 H 5.59435 -3.36583 0.63313  0.2264
34 H 2.15732 3.40737 -0.70394  0.2192
35 H -2.66089 -1.61545 -3.78993  0.2221
36 H 5.55753 0.24420 2.82599  0.1932
37 H 3.41585 -3.96526 1.77435  0.2213
38 H -3.91042 0.71646 -1.35343  0.2273
39 H -3.15058 1.23263 0.83185  0.2224
40 H 6.68963 -1.37005 1.41705  0.2146
41 H 3.81708 -0.43108 0.08688  0.2275
42 H -0.76215 -1.48603 -2.12105  0.2209
43 H 2.39826 -2.33828 3.44807  0.1980
44 H 4.10925 1.99656 -0.24466  0.2146

Cartesian forces (eV/Å) of the 3 atoms listed first:
N -0.355 0.668 1.075
N 1.139 0.141 0.083
N 0.770 -0.592 -0.777

---

Molecular formula: C5H11O3SSi
Method: DFT, ωB97M-V/def2-TZVPD

Results
Max |F| in eV/A: 2.728
Electronic energy in a.u.: -1110.53567
Total charge: -1
Gap between HOMO and LUMO in eV: 6.494
E_HOMO in eV: -3.01
2S+1: 1
Energy above the lowest of the compared OMol25 structures with the same formula, charge and spin in kcal per mole: 16.1

Each line ends with the natural charge from an NBO analysis.
CARTESIAN COORDINATES (ANGSTROEM)
1 S 2.29977 0.70071 0.27226  2.3800
2 Si -0.54308 1.13565 0.14982  1.6488
3 O 3.35165 1.38318 -0.35697  -0.9741
4 O 0.93535 1.17196 -0.65327  -1.1158
5 O 1.88504 1.04679 1.62747  -0.9984
6 C 2.86962 -2.64889 -1.67991  -0.5905
7 C 2.36565 -0.92253 0.08138  -0.8946
8 C -1.99701 0.72881 -1.11040  -1.1092
9 C -0.56334 2.84158 0.98944  -1.1632
10 C 3.04211 -1.46630 -1.04873  -0.1560
11 H -2.18594 1.67196 -1.49584  0.2148
12 H -0.71912 -0.07053 1.22061  -0.2249
13 H 1.62859 -1.31139 0.67885  0.2174
14 H 0.39017 3.27483 0.53341  0.2605
15 H -0.26128 2.80536 2.10351  0.2589
16 H 3.43030 -2.93734 -2.61135  0.1794
17 H -1.35108 3.56124 0.79040  0.2195
18 H 2.05182 -3.33662 -1.34115  0.1704
19 H -1.78453 0.14887 -2.05855  0.2429
20 H 3.82154 -0.75303 -1.40624  0.2051
21 H -2.76774 0.19884 -0.50663  0.2289

Cartesian forces (eV/Å) of the 3 atoms listed first:
S -2.153 -1.480 0.785
Si 0.008 -1.579 0.429
O 1.848 1.719 -1.010

---

Molecular formula: C3H3FO2Sn
Method: DFT, ωB97M-V/def2-TZVPD

Results
Max |F| in eV/A: 1.537
Electronic energy in a.u.: -580.41955
Total charge: +1
Gap between HOMO and LUMO (spin up / spin down) in eV: 6.168 / 9.535
E_HOMO (spin up / spin down) in eV: -12.10 / -15.37
2S+1: 2
Energy above the lowest of the compared OMol25 structures with the same formula, charge and spin in kcal per mole: 0.0
Expectation value of S²: 0.75

Each line ends with the natural charge from an NBO analysis.
CARTESIAN COORDINATES (ANGSTROEM)
1 Sn 3.06508 0.89853 1.50392  0.9563
2 F -1.53870 1.32895 -0.33748  -0.3037
3 O 0.01217 0.58264 1.10757  -0.4476
4 O 1.12740 -0.23593 -0.54054  -0.4302
5 C -1.02300 0.19303 0.18938  0.4218
6 C 1.18893 0.23954 0.65649  0.2592
7 C -0.24432 -0.61953 -0.82715  -0.1621
8 H -0.30975 -1.70525 -0.63342  0.2368
9 H -0.47294 -0.34741 -1.86107  0.2622
10 H -1.80486 -0.33457 0.74231  0.2074

Cartesian forces (eV/Å) of the 3 atoms listed first:
Sn 0.838 0.184 0.490
F 0.199 -0.259 0.081
O 0.004 -0.429 0.998

---

Molecular formula: C7H16Br
Method: DFT, ωB97M-V/def2-TZVPD

Results
Max |F| in eV/A: 2.443
Electronic energy in a.u.: -2850.22807
Gap between HOMO and LUMO (spin up / spin down) in eV: 8.341 / 11.318
E_HOMO (spin up / spin down) in eV: -7.67 / -10.69
2S+1: 2
Energy above the lowest of the compared OMol25 structures with the same formula, charge and spin in kcal per mole: 27.7
Expectation value of S²: 0.75

Each line ends with the natural charge from an NBO analysis.
CARTESIAN COORDINATES (ANGSTROEM)
1 Br 1.84923 3.83357 -1.61220  -0.1947
2 C -0.12257 -1.54697 -2.87434  -0.6044
3 C -0.31174 -0.68116 0.93476  0.1370
4 C 0.51863 -0.94647 -1.62255  -0.3952
5 C 1.18190 -0.61576 1.34674  -0.6979
6 C -1.25946 0.41396 1.59041  -0.4617
7 C -0.63695 -0.96218 -0.53967  -0.4704
8 C -0.59203 1.50598 2.47263  -0.6201
9 H 1.58509 -1.47383 1.90225  0.2231
10 H 1.88328 -0.49835 0.50213  0.2146
11 H -0.01761 2.29899 1.96287  0.2028
12 H -0.90948 -0.88824 -3.25512  0.2003
13 H 1.42408 0.26363 1.95304  0.2167
14 H -0.62741 -2.45749 -2.50572  0.1981
15 H -1.33698 2.10086 3.06144  0.2148
16 H 0.85161 3.02685 -1.05826  0.1954
17 H 0.90101 0.06445 -1.87654  0.1966
18 H 0.53257 -1.77807 -3.71155  0.2125
19 H -1.25532 -1.87785 -0.70906  0.2127
20 H -2.02184 -0.11853 2.18320  0.2154
21 H -1.29038 -0.16611 -0.92476  0.1999
22 H 1.39549 -1.52600 -1.27995  0.1995
23 H -1.81722 0.96200 0.83160  0.1995
24 H 0.07610 1.06676 3.22867  0.2056

Cartesian forces (eV/Å) of the 3 atoms listed first:
Br 0.409 0.318 -0.225
C -0.401 -0.419 0.407
C 0.732 2.290 -0.432

---

Molecular formula: C2H3O3Tm
Method: DFT, ωB97M-V/def2-TZVPD

Results
Max |F| in eV/A: 5.939
Electronic energy in a.u.: -1388.09897
Total charge: +2
Gap between HOMO and LUMO (spin up / spin down) in eV: 8.253 / 4.560
E_HOMO (spin up / spin down) in eV: -18.73 / -17.61
2S+1: 3
Energy above the lowest of the compared OMol25 structures with the same formula, charge and spin in kcal per mole: 67.9
Expectation value of S²: 2.03

Each line ends with the natural charge from an NBO analysis.
CARTESIAN COORDINATES (ANGSTROEM)
1 Tm 0.32843 2.48115 0.33751  1.9223
2 O 2.62989 -1.35050 0.07351  -0.1002
3 O 1.79355 0.72883 0.16213  -0.7927
4 O -1.41065 1.02743 0.18672  -0.6714
5 C 1.77486 -0.51901 0.00815  0.7104
6 C -1.55431 -0.22597 -0.03610  0.2525
7 H 0.38341 -0.91749 -0.09385  0.2220
8 H -2.40631 -0.71635 0.46628  0.2377
9 H -1.53887 -0.50810 -1.10434  0.2192

Cartesian forces (eV/Å) of the 3 atoms listed first:
Tm 0.239 0.359 0.057
O -0.774 -1.208 -0.457
O -0.959 -0.794 -0.460

---

Molecular formula: C32H69N4O11S
Method: DFT, ωB97M-V/def2-TZVPD

Results
Max |F| in eV/A: 1.106
Electronic energy in a.u.: -2705.04855
Total charge: +1
Gap between HOMO and LUMO in eV: 6.972
E_HOMO in eV: -10.05
2S+1: 1

Each line ends with the Löwdin charge.
CARTESIAN COORDINATES (ANGSTROEM)
1 S -2.49620 -2.50317 -0.17806  1.0196
2 O 2.20268 -4.52019 3.50348  -0.1914
3 O 1.99546 -7.35705 2.84956  -0.1855
4 O -3.74790 7.30651 -2.10697  -0.1853
5 O 4.04312 1.55944 -2.33606  -0.2058
6 O -2.35545 9.48661 -0.70124  -0.1887
7 O 2.00833 3.60147 -2.93258  -0.1796
8 O -1.61258 -4.91080 0.89670  0.0106
9 O -0.27290 2.29279 1.51908  -0.2035
10 O -1.82257 4.76466 1.10230  -0.2002
11 O -6.75522 -2.60898 -2.74077  -0.1877
12 O -7.04073 -0.12056 -1.20119  -0.1921
13 N 6.24886 -4.54135 -0.29498  0.1752
14 N -3.02048 -6.28471 -0.10040  0.0662
15 N -3.27641 -5.00276 -0.55607  0.0421
16 N 6.91178 -5.44481 1.53046  0.1273
17 C 2.55921 -5.08360 2.25509  -0.2056
18 C 3.59097 2.54875 -1.42074  -0.1997
19 C -5.42751 -2.70640 -2.25231  -0.1334
20 C 4.47477 -1.96978 -0.14686  -0.1740
21 C 6.31404 -3.52190 0.63357  -0.2153
22 C -1.05169 2.58169 0.36772  -0.2065
23 C -1.06027 2.02922 2.66827  -0.1043
24 C -2.90795 8.34010 -0.07434  -0.1988
25 C 1.49465 2.76686 -3.95652  -0.1006
26 C 1.19891 -1.64838 1.74274  -0.1875
27 C -7.71216 -2.39948 -1.71591  -0.2057
28 C 3.57427 -1.28359 0.87475  -0.1890
29 C 2.08312 -1.46089 0.51060  -0.1985
30 C 2.16070 2.94735 -1.68679  -0.2100
31 C -0.84613 -1.80261 0.18208  -0.4506
32 C -8.12028 -0.94692 -1.61268  -0.2038
33 C -2.44250 -4.22374 0.04825  -0.6612
34 C -0.97193 5.42654 2.02455  -0.0985
35 C 1.73417 -6.30738 1.93746  -0.1989
36 C 4.85705 2.09422 -3.36913  -0.1050
37 C -2.05094 -6.18029 0.73117  -0.1961
38 C 5.96268 -2.11814 0.32803  -0.0942
39 C -6.42533 0.57275 -2.27062  -0.1135
40 C 6.61230 -5.68848 0.27178  -0.0476
41 C -3.33268 10.38916 -1.18954  -0.1089
42 C -1.12187 4.06766 0.08839  -0.2050
43 C 3.06204 -4.87386 4.57101  -0.0949
44 C -3.05994 7.67445 -3.28819  -0.1111
45 C 1.00682 -7.49166 3.86339  -0.0904
46 C -0.16587 -2.29727 1.44838  -0.2368
47 C -2.89502 7.13329 -0.98485  -0.2096
48 C 6.73195 -4.09280 1.79195  0.0267
49 H -6.20688 -0.09147 -3.11003  0.0838
50 H -0.17210 4.77195 2.37809  0.0837
51 H -1.57688 -6.97416 1.27058  0.1206
52 H -1.66674 4.22537 -0.84820  0.1270
53 H 1.97348 -2.34042 -0.12154  0.1041
54 H -2.35927 8.49329 -3.10982  0.0839
55 H 1.40656 -8.15672 4.62558  0.0937
56 H 4.95981 1.32954 -4.13741  0.0881
57 H 4.01124 -4.32949 4.49502  0.0817
58 H 6.61209 -1.73934 -0.45086  0.1249
59 H 2.57245 -4.58621 5.49846  0.0971
60 H -3.80302 7.99837 -4.01495  0.0897
61 H 4.40743 2.98330 -3.81453  0.0879
62 H 2.37816 -4.32249 1.48709  0.1092
63 H 1.71584 -2.34653 2.38750  0.0786
64 H -4.10548 9.87496 -1.76499  0.0840
65 H -3.79961 10.93483 -0.36274  0.0891
66 H -7.06242 1.39429 -2.61532  0.0894
67 H 1.07212 -0.72179 2.29562  0.1165
68 H 1.51072 2.06740 -1.62982  0.1142
69 H -1.51790 1.03525 2.59492  0.0830
70 H 0.67275 -6.04452 1.92786  0.1068
71 H 3.25654 -5.94934 4.59404  0.0858
72 H -2.82622 11.10256 -1.83728  0.0893
73 H -2.29187 8.12243 0.80433  0.1169
74 H 2.02217 1.81111 -4.00154  0.0828
75 H -5.19725 -1.89861 -1.55316  0.0575
76 H 1.84569 3.65075 -0.90973  0.1186
77 H 3.62403 -5.33630 2.24104  0.1129
78 H -5.49029 0.98919 -1.89752  0.0839
79 H -4.75309 -2.63560 -3.10513  0.0906
80 H -0.53263 6.32015 1.56811  0.0871
81 H -8.52481 -0.60063 -2.56824  0.1262
82 H 3.64254 2.11154 -0.41686  0.1165
83 H 0.76444 -6.53049 4.32104  0.0876
84 H -7.32793 -2.75254 -0.75392  0.1267
85 H -0.11445 4.47634 -0.03492  0.1153
86 H -0.83266 -2.08107 2.27474  0.1169
87 H -2.51575 6.81670 -3.70003  0.0859
88 H 1.77672 -0.58463 -0.05263  0.1106
89 H 5.85140 2.34484 -2.98493  0.0887
90 H -8.90771 -0.85360 -0.85854  0.1254
91 H -0.40132 2.04827 3.53495  0.0906
92 H -5.26968 -3.67034 -1.76091  0.0671
93 H 5.97765 -4.44658 -1.25994  0.1889
94 H -0.00643 -3.36367 1.38938  0.0793
95 H -0.23576 -1.92000 -0.70464  0.0695
96 H 3.78718 -1.65167 1.87574  0.1116
97 H 4.24754 3.42270 -1.43966  0.1305
98 H 0.42556 2.58400 -3.80304  0.0886
99 H 6.64443 -6.64407 -0.20923  0.1628
100 H 2.00020 -6.66934 0.93768  0.1310
101 H 0.09671 -7.93826 3.45216  0.0881
102 H 4.48653 -1.45893 -1.10328  0.1143
103 H -3.92646 8.54182 0.27008  0.1297
104 H 6.91834 -3.63750 2.73873  0.1402
105 H -1.84394 2.77596 2.80697  0.0883
106 H -0.56293 2.08631 -0.47827  0.1070
107 H 6.08645 -1.55392 1.24184  0.1221
108 H 4.04678 -2.95424 -0.31977  0.0924
109 H -1.87156 6.91787 -1.31114  0.1245
110 H -3.25955 6.26865 -0.42452  0.1166
111 H 7.20909 -6.13531 2.19991  0.1825
112 H 1.62740 3.28805 -4.90240  0.0924
113 H -8.59502 -2.99605 -1.96586  0.1263
114 H -1.58106 5.73033 2.87402  0.0942
115 H -2.05922 2.16561 0.46802  0.1302
116 H 3.78331 -0.21756 0.86432  0.1097
117 H -1.05076 -0.74242 0.29547  0.0666

Cartesian forces (eV/Å) of the 3 atoms listed first:
S -0.114 0.492 0.345
O 0.009 -0.001 -0.074
O -0.037 0.101 0.093